Computed, not measured: a molecular structure, C14H23N2O3 at a distorted geometry, with wB97M-V/def2-TZVPD.

Structure (XYZ):
```
42
Properties=species:S:1:pos:R:3:mulliken_charge:R:1
C 3.981 0.315 1.662 -0.6887
O 2.607 0.556 2.070 -0.2434
C 1.804 -0.501 2.205 -0.2648
C 0.407 -0.220 1.902 0.4605
C -0.494 -1.271 1.665 -0.4849
C -1.840 -1.012 1.440 -0.5453
C -2.342 0.301 1.429 0.8812
C -3.813 0.569 1.270 -1.3747
C -1.404 1.349 1.531 -0.7270
C -0.050 1.101 1.762 -0.4615
H 4.482 1.286 1.587 0.2728
H 4.481 -0.286 2.432 0.2738
H 4.062 -0.199 0.688 0.3338
H 2.236 -1.490 1.920 0.5865
H -0.140 -2.300 1.714 0.3571
H -2.541 -1.835 1.312 0.4203
H -4.056 1.636 1.219 0.3472
H -4.210 0.118 0.357 0.3484
H -4.393 0.151 2.096 0.3281
H -1.743 2.389 1.466 0.2956
H 0.662 1.923 1.914 0.4139
C 2.756 1.921 7.956 -1.5153
C 3.618 2.144 6.723 1.5219
C 3.055 3.235 5.828 -1.5100
C 5.038 2.495 7.164 -1.6059
O 3.712 0.885 5.950 -0.4569
C 2.601 0.419 5.298 0.8532
N 2.898 -0.736 4.628 -0.3674
N 1.776 -1.257 3.963 -0.2965
O 1.457 0.866 5.292 -0.6680
H 3.214 1.126 8.565 0.3914
H 2.721 2.847 8.555 0.4219
H 1.732 1.641 7.659 0.3188
H 3.710 3.355 4.948 0.3467
H 2.033 2.967 5.509 0.3447
H 3.035 4.180 6.394 0.4463
H 5.722 2.637 6.317 0.3885
H 4.997 3.434 7.723 0.4038
H 5.459 1.729 7.827 0.4022
H 3.855 -1.055 4.473 0.3128
H 1.810 -2.271 3.938 0.3588
H 0.924 -0.906 4.442 0.3802
```

As for the energy: -24006.5578 eV. Its total charge is +1. As for the LUMO energy: -3.18 eV. Its max |F| is 2.143 eV/A.